Here is C8H24O5Rb as an isolated structure at a distorted geometry from the Open Molecules 2025 dataset. Energies are from ωB97M-V/def2-TZVPD.

## Properties
- charge = +1
- LUMO (eV) = -3.88
- Kohn-Sham gap (eV) = 8.1
- HOMO energy (eV) = -11.98

Geometry as XYZ:
```
38
Properties=species:S:1:pos:R:3:forces:R:3
Rb -0.7345 -1.4011 2.7599 0.0 0.1 0.0
O 0.7954 1.9022 4.9679 -0.2 -0.4 -0.2
H 0.3177 2.3463 5.6685 -0.1 0.1 0.2
H 1.4481 2.5406 4.6804 0.2 0.1 -0.1
C -4.4187 -4.2378 -0.3365 1.0 0.6 -1.9
C -2.9954 -4.8195 -0.9011 -1.2 0.2 2.0
O -2.5545 -5.8343 0.0009 -0.1 -0.2 0.1
O -4.2462 -3.0717 0.5114 0.8 -0.9 0.1
H -5.0189 -5.0202 0.1280 0.5 -0.2 0.3
H -5.0254 -3.8847 -1.1704 0.1 -0.2 -0.4
H -2.1887 -4.0867 -0.8866 -0.5 0.7 -0.3
H -3.0067 -5.2847 -1.8867 -0.6 0.2 0.0
H -2.8317 -5.5319 0.8689 0.1 -0.3 0.2
H -5.1187 -2.7314 0.7222 -0.1 0.0 0.0
C -3.0819 2.7506 -1.9947 -1.8 1.7 -0.2
C -1.8213 3.0476 -1.3038 -0.8 2.6 1.9
C -1.9140 3.1767 0.1813 -1.9 0.6 3.0
O -0.9904 2.0294 -1.3197 3.9 -4.6 -1.6
H -2.9581 2.7727 -3.0774 0.1 -0.9 -0.1
H -3.7003 3.6400 -1.8743 -0.3 0.2 0.1
H -3.6834 1.9622 -1.5423 0.4 -0.4 -0.4
H -1.3835 3.9698 -1.6860 0.1 0.2 -0.4
H -2.4075 2.3064 0.6138 -0.6 -0.5 -0.5
H -2.4943 3.9909 0.6153 -0.1 0.4 -0.5
H -1.0359 3.1133 0.8239 0.9 0.5 -1.0
H -1.0484 1.5399 -2.1435 0.2 0.0 -0.2
C 6.0700 1.1744 -0.9896 -2.0 -2.6 0.5
C 4.9050 0.6173 -0.0395 -0.1 0.5 0.1
C 4.5550 -0.8526 -0.0349 1.1 0.0 -0.7
O 5.1434 0.8875 1.3269 0.5 0.9 0.5
H 6.9378 0.5170 -0.9361 0.2 0.3 0.6
H 6.3132 2.2316 -0.8835 -0.3 -0.2 -0.1
H 5.6336 0.8487 -1.9338 0.2 1.0 -0.7
H 3.9587 1.1381 -0.1862 0.0 0.4 -1.1
H 3.7921 -1.0531 0.7175 0.0 0.2 -0.1
H 5.4738 -1.3386 0.2933 -0.1 -0.6 -0.2
H 4.2369 -1.1978 -1.0186 0.1 -0.2 0.1
H 5.0777 1.8432 1.2651 0.4 0.3 1.1
```
Forces are in eV/Å.